# 1
{
  "formula": "C3H4O4",
  "method": "ωB97M-V/def2-TZVPD",
  "elements": ["C", "C", "C", "O", "O", "O", "O", "H", "H", "H", "H"],
  "xyz": [[1.485387, -0.371383, 0.007457], [0.415872, 0.501979, 0.470060], [-1.032518, 0.288579, 0.056726], [1.280868, 0.870074, -0.607375], [0.213989, 1.101435, 1.556626], [-1.567178, -0.780254, 0.533485], [-1.753578, 1.246970, -0.380283], [2.330877, -0.486204, 0.562287], [1.113666, -1.133494, -0.615436], [-2.564501, -0.747098, 0.734250], [-1.263903, 2.127889, -0.840779]],
  "atomic_forces_ev_per_a": [[-2.572, -0.322, -0.786], [0.166, -0.907, -0.821], [2.065, 0.664, 1.161], [0.129, 2.194, -0.826], [-0.450, 1.030, 0.939], [-2.561, -0.421, 0.273], [-0.078, 3.298, -2.180], [2.272, -0.403, 1.436], [0.332, -1.564, -0.648], [1.849, 0.280, -0.645], [-1.153, -3.850, 2.096]],
  "gap_ev": 8.25,
  "mol_weight_g_mol": 104.061,
  "lumo_energy_ev": -0.1,
  "e_above_lowest_kcal_mol": 97.64
}

# 2
{
  "formula": "C25H38BBrF4N4O17PS2",
  "method": "ωB97M-V/def2-TZVPD",
  "elements": ["C", "B", "O", "N", "C", "C", "O", "C", "N", "C", "C", "N", "C", "S", "C", "Br", "C", "F", "F", "C", "F", "F", "C", "P", "O", "O", "S", "N", "C", "C", "O", "H", "H", "H", "H", "H", "H", "H", "H", "H", "H", "H", "H", "H", "H", "H", "H", "H", "H", "H", "H", "H", "H", "C", "C", "O", "C", "O", "O", "H", "H", "H", "H", "C", "C", "O", "C", "O", "O", "H", "H", "H", "H", "C", "C", "O", "C", "O", "O", "H", "H", "H", "H", "C", "C", "O", "C", "O", "O", "H", "H", "H", "H"],
  "xyz": [[-1.149020, -0.985607, -1.177537], [-1.063851, 0.226297, -0.217890], [-1.830937, 1.330628, -0.224094], [-0.055119, 0.227079, 0.947676], [-0.540630, -0.310362, 2.229112], [-0.656010, -1.841431, 2.271809], [-0.342511, -2.343370, 3.551638], [1.150297, 0.704538, 0.820973], [2.095364, 0.566967, 1.783988], [2.402007, -0.777705, 2.315072], [2.245984, -0.891549, 3.797702], [1.870852, 0.080605, 4.507162], [3.235177, 1.481223, 1.707085], [2.781203, 3.106879, 2.450140], [3.878568, 1.544514, 0.281201], [5.284495, 0.178261, 0.251943], [4.623617, 2.856787, -0.103574], [5.200651, 2.633072, -1.310186], [3.723303, 3.853299, -0.335914], [5.689669, 3.434320, 0.880756], [5.736001, 2.677175, 2.004717], [6.894917, 3.421621, 0.307360], [2.792209, 1.323457, -0.822475], [2.794816, -0.253843, -1.830592], [4.102684, -0.203965, -2.730710], [1.558821, 0.037891, -2.814280], [2.534503, -1.895651, -0.903482], [1.419775, 1.465452, -0.315312], [0.828974, 2.825681, -0.334442], [0.433698, 3.261249, -1.726033], [-0.401252, 4.081920, -1.943383], [-1.345268, -0.623013, -2.193038], [-0.217088, -1.549879, -1.200226], [-1.966624, -1.660954, -0.908260], [-2.374498, 1.381989, -1.032680], [-1.525593, 0.137240, 2.392681], [0.101372, 0.056787, 3.030829], [0.046676, -2.299584, 1.569139], [-1.661085, -2.158152, 1.964930], [-0.660294, -1.733320, 4.236710], [1.767777, -1.518224, 1.830878], [3.426229, -1.027321, 2.027911], [2.433464, -1.893963, 4.193086], [1.802098, -0.212859, 5.481491], [3.984711, 1.090531, 2.387363], [1.515139, 2.758396, 2.698079], [5.415718, 4.457030, 1.149860], [2.929524, 2.118890, -1.560335], [4.469576, 0.669405, -2.930109], [1.497407, 0.966368, -3.080851], [-0.092880, 2.818555, 0.245123], [1.501593, 3.564184, 0.109248], [0.970303, 2.789437, -2.582182], [-4.375822, 2.078537, -5.018692], [-5.389380, 2.905254, -4.244825], [-5.465517, 2.191775, -2.998905], [-4.338517, 1.491372, -2.838216], [-4.026054, 0.918615, -1.831989], [-3.590105, 1.507173, -3.957084], [-3.734569, 2.658777, -5.674460], [-4.836894, 1.264809, -5.578115], [-5.035939, 3.915550, -4.038870], [-6.373819, 2.945264, -4.699826], [-0.819489, 2.962364, 6.497875], [-0.417549, 1.989894, 7.594263], [-0.919489, 0.744555, 7.082131], [-1.029120, 0.843996, 5.750875], [-1.264255, -0.072880, 5.018127], [-0.843660, 2.109873, 5.340591], [-0.111807, 3.770090, 6.339598], [-1.819440, 3.369763, 6.646875], [0.664111, 1.907738, 7.703073], [-0.869505, 2.193253, 8.559736], [-4.985452, -4.391372, -0.935562], [-4.430773, -5.471882, -0.021445], [-3.076746, -5.584857, -0.479633], [-2.729441, -4.437454, -1.088789], [-1.624340, -4.154010, -1.434588], [-3.806061, -3.637083, -1.252054], [-5.717013, -3.741430, -0.465300], [-5.393202, -4.797721, -1.861476], [-4.417145, -5.165494, 1.025274], [-4.926600, -6.433025, -0.114903], [0.594451, -3.840624, -4.134161], [0.943261, -2.483706, -4.724071], [1.071719, -2.777748, -6.115709], [0.356545, -3.900031, -6.387662], [0.124315, -4.303406, -7.479539], [-0.055285, -4.480996, -5.238810], [-0.081234, -3.799745, -3.283924], [1.483864, -4.414930, -3.869715], [0.137094, -1.759122, -4.590300], [1.872349, -2.068112, -4.347873]],
  "atomic_forces_ev_per_a": [[0.258, 0.278, -0.230], [0.077, 0.118, 0.106], [0.548, 0.017, -0.346], [0.014, -0.144, 0.039], [-0.358, 0.339, 0.043], [-0.054, -0.073, 0.041], [0.170, -0.014, 0.073], [-0.664, 0.026, 0.126], [0.866, -0.478, -1.136], [-0.071, 0.124, 0.235], [-0.046, -0.208, 0.130], [0.121, 0.115, 0.177], [-0.033, 0.119, 0.376], [-0.036, 0.051, -0.075], [-0.111, 0.071, 0.028], [0.029, -0.063, 0.013], [0.036, -0.156, 0.059], [0.097, 0.026, -0.164], [-0.067, 0.067, 0.057], [-0.200, 0.017, -0.036], [0.018, 0.063, 0.086], [0.122, -0.042, -0.019], [-0.090, 0.046, 0.073], [-0.212, -0.178, 0.124], [-0.011, 0.214, 0.048], [0.243, 0.290, 0.127], [0.036, -0.016, -0.058], [0.447, 0.322, 0.455], [-0.304, -0.098, -0.083], [0.232, -0.231, -0.098], [-0.247, 0.270, 0.021], [-0.148, -0.150, 0.061], [-0.126, -0.119, 0.036], [0.045, 0.068, -0.032], [-0.560, -0.246, 0.380], [0.135, -0.020, 0.007], [-0.096, -0.092, -0.182], [-0.132, 0.004, -0.028], [0.061, 0.056, 0.004], [-0.154, -0.084, -0.177], [0.076, 0.097, -0.019], [-0.050, -0.075, 0.001], [0.102, 0.073, -0.054], [0.032, 0.064, 0.006], [-0.026, -0.045, -0.092], [-0.048, -0.003, 0.094], [0.027, -0.043, 0.022], [-0.076, -0.061, -0.014], [0.045, -0.084, -0.017], [-0.100, -0.142, -0.225], [0.070, -0.042, 0.056], [0.012, -0.040, -0.106], [0.048, -0.040, 0.060], [-0.092, 0.034, -0.035], [0.059, 0.034, -0.110], [-0.028, -0.039, 0.076], [0.004, -0.047, -0.134], [0.116, 0.207, -0.086], [0.002, -0.007, 0.063], [0.059, 0.013, 0.069], [-0.011, 0.003, -0.001], [0.006, 0.001, -0.003], [-0.024, -0.076, 0.046], [-0.013, 0.027, 0.125], [0.036, 0.125, -0.012], [0.080, -0.086, -0.003], [-0.034, 0.018, -0.019], [-0.031, 0.067, 0.153], [-0.064, -0.028, -0.068], [0.044, -0.048, -0.060], [-0.001, -0.001, 0.003], [0.004, 0.006, -0.002], [-0.071, -0.054, -0.022], [-0.030, -0.088, 0.009], [-0.081, 0.060, 0.016], [0.037, -0.020, 0.021], [0.066, -0.027, -0.060], [-0.051, -0.024, 0.058], [0.002, 0.038, -0.007], [0.058, 0.049, 0.026], [-0.006, -0.014, 0.005], [-0.010, 0.004, 0.003], [0.051, -0.022, -0.063], [0.050, 0.097, 0.065], [-0.072, -0.094, 0.138], [-0.006, 0.011, -0.043], [-0.016, -0.013, -0.064], [0.014, 0.034, 0.085], [-0.020, -0.052, -0.012], [-0.053, -0.017, -0.058], [0.012, 0.002, -0.011], [0.010, 0.013, 0.019], [0.053, -0.034, -0.082]],
  "gap_ev": 9.73,
  "mol_weight_g_mol": 928.406,
  "lumo_energy_ev": -2.2,
  "total_charge": 1
}

# 3
{
  "formula": "C26H53IN4O13P4Si2",
  "method": "ωB97M-V/def2-TZVPD",
  "elements": ["C", "C", "O", "N", "C", "Si", "O", "C", "O", "C", "C", "C", "C", "C", "C", "O", "Si", "C", "C", "C", "I", "O", "C", "N", "P", "N", "P", "N", "H", "H", "H", "H", "H", "H", "H", "H", "H", "H", "H", "H", "H", "H", "H", "H", "H", "H", "H", "H", "H", "H", "H", "O", "P", "O", "C", "C", "O", "C", "C", "O", "C", "C", "H", "H", "H", "H", "H", "H", "H", "H", "H", "H", "H", "H", "H", "H", "H", "O", "P", "O", "C", "C", "O", "C", "C", "O", "C", "C", "H", "H", "H", "H", "H", "H", "H", "H", "H", "H", "H", "H", "H", "H", "H"],
  "xyz": [[-0.367447, -3.017273, 1.305131], [-1.722971, -3.796731, 0.954646], [-1.790013, -5.028251, 1.291655], [-2.889648, -3.250845, 0.234808], [-2.523229, -2.302159, -0.866592], [-4.094372, -2.525955, 1.378703], [-5.463301, -2.111878, 0.400031], [-5.500136, -0.739202, 0.004377], [-5.098845, -0.471235, -1.173513], [-6.053485, 0.484474, 0.849538], [-6.406997, 1.805191, 0.051145], [-6.950614, 3.102066, 0.707058], [-7.214557, 3.136231, 2.240626], [-6.867282, 1.836915, 3.055708], [-6.294029, 0.531083, 2.383657], [-4.392788, -3.798908, 2.525949], [-5.674062, -3.475901, 3.633878], [-7.344301, -2.979208, 2.845245], [-8.624685, -3.748964, 3.531223], [-9.208988, -4.893272, 2.540328], [-9.548924, -6.819920, 3.493548], [-5.998500, -5.026079, 4.431914], [-4.739303, -5.434543, 4.988547], [-3.835275, -5.677723, 5.764016], [-5.072128, -2.137726, 5.335564], [-5.533100, -2.726360, 6.771986], [-3.096839, -0.831063, 2.379243], [-2.806702, 0.432595, 1.387918], [-0.548599, -1.890529, 1.132188], [0.546126, -3.420305, 0.741229], [-0.222923, -3.126063, 2.451075], [-2.208087, -1.252804, -0.538841], [-1.595609, -2.757660, -1.398890], [-3.363862, -2.330282, -1.642520], [-6.207731, 1.805972, -1.087556], [-7.141356, 3.992987, -0.000003], [-7.645877, 4.085871, 2.700859], [-7.067884, 1.906928, 4.191400], [-6.027887, -0.378899, 3.013056], [-7.595381, -1.865547, 2.900905], [-7.405230, -3.266102, 1.721874], [-8.407736, -4.119369, 4.590121], [-9.479298, -2.970660, 3.636280], [-10.229105, -4.522149, 2.134154], [-8.554846, -5.079514, 1.619188], [-3.616253, -2.114160, 5.334112], [-5.633857, -0.822958, 5.230544], [-6.054501, -3.604635, 6.625152], [-3.863519, -0.264655, 3.480253], [-1.849801, -1.314525, 2.894715], [-3.279532, 1.268170, 1.797297], [0.555795, 0.406425, -2.252833], [1.125596, 0.783230, -3.626122], [1.617506, 2.307967, -3.215709], [2.792283, 2.447667, -2.430938], [4.034014, 2.339850, -3.295738], [-0.339065, 1.200319, -4.291348], [-1.513762, 0.475219, -3.941993], [-2.355779, 1.288930, -2.978907], [1.792646, 1.086284, -5.174425], [1.476086, 0.154731, -6.209631], [0.531489, 0.798601, -7.209252], [2.808521, 1.700802, -1.631549], [2.754984, 3.435021, -1.963894], [4.135095, 1.330172, -3.703590], [4.931364, 2.568399, -2.715149], [3.975716, 3.025703, -4.144813], [-1.268595, -0.507021, -3.529783], [-2.081031, 0.301872, -4.863172], [-1.797558, 1.546055, -2.076109], [-3.254984, 0.740578, -2.688138], [-2.655292, 2.233651, -3.441822], [1.046276, -0.763520, -5.796866], [2.412246, -0.106457, -6.710281], [-0.474917, 0.896828, -6.796254], [0.463202, 0.197126, -8.118748], [0.865199, 1.806634, -7.469752], [7.140994, 1.880563, -0.280765], [8.505980, 2.578588, -0.320892], [8.995299, 1.853390, -1.726379], [8.452169, 2.321258, -2.947755], [9.170936, 3.575601, -3.407930], [9.244441, 1.512249, 0.717884], [8.526436, 0.982934, 1.827789], [8.119303, -0.449592, 1.543128], [10.013806, 3.388908, -0.373482], [10.411716, 4.094331, 0.803125], [11.563930, 3.366963, 1.473487], [7.378256, 2.503546, -2.843911], [8.585680, 1.529375, -3.689042], [8.978403, 4.406011, -2.722865], [8.837420, 3.868740, -4.406511], [10.252074, 3.417339, -3.426192], [7.662355, 1.603763, 2.077278], [9.195832, 1.004914, 2.694759], [7.509962, -0.520958, 0.639737], [7.553838, -0.867439, 2.379207], [9.004627, -1.068896, 1.374025], [9.570525, 4.219039, 1.492385], [10.742030, 5.088566, 0.490777], [11.222573, 2.453790, 1.966057], [12.032619, 4.000590, 2.230043], [12.317029, 3.066890, 0.739924]],
  "atomic_forces_ev_per_a": [[-1.209, 0.970, 0.432], [0.340, -5.035, 0.825], [0.213, 5.093, -1.085], [0.586, 1.661, 2.119], [1.282, -0.302, -1.568], [-0.032, -3.994, -1.536], [1.372, 2.285, 1.865], [1.162, 2.086, -4.629], [-1.935, -1.323, 5.033], [-1.738, 2.936, 1.940], [-0.066, -0.077, 2.382], [0.783, -3.318, 1.723], [1.703, -3.618, -2.355], [0.248, 0.547, -2.846], [-0.850, 2.991, -2.174], [-1.752, 2.820, -0.192], [-0.423, -1.745, -1.414], [-1.665, -0.446, -0.541], [-0.586, 0.415, -0.317], [-0.351, 1.269, -0.591], [0.138, 0.738, -0.327], [4.620, 0.326, 0.521], [0.473, -0.093, 3.280], [-4.462, 1.114, -4.505], [0.157, -0.896, 3.116], [-0.386, -0.175, -1.759], [0.682, 4.204, -0.136], [-0.738, -0.881, 0.974], [0.721, -1.682, -0.087], [-1.581, 0.615, 0.809], [-0.135, -0.143, -2.004], [-0.789, -1.239, -0.504], [-1.522, 0.764, 0.832], [1.173, 0.432, 1.302], [-0.384, -0.090, 2.208], [0.281, -1.591, 1.498], [0.747, -1.693, -0.481], [0.506, -0.459, -2.111], [-0.591, 1.548, -0.850], [0.730, -1.460, -0.064], [0.478, 0.623, 1.836], [-0.240, 0.296, -1.621], [1.524, -1.270, -0.088], [1.703, -0.860, 0.777], [-0.762, 0.179, 1.569], [-0.796, 0.715, -0.552], [0.817, -0.168, -0.639], [0.349, 0.465, 0.394], [0.516, -1.210, -0.175], [-0.777, -0.419, 0.229], [0.502, -0.841, -0.580], [2.851, -3.110, -1.423], [-4.796, 7.874, 0.271], [0.529, -0.858, -0.217], [0.384, 0.183, 0.083], [0.169, -0.044, -0.073], [0.603, -1.288, -0.592], [-0.524, 0.169, 0.249], [-0.055, 0.126, 0.140], [0.889, -2.710, 2.133], [-0.013, -0.129, -0.743], [-0.386, 0.074, 0.076], [-0.036, 0.054, 0.047], [-0.164, -0.085, -0.054], [0.075, 0.036, 0.037], [-0.059, -0.063, 0.018], [-0.036, -0.016, 0.119], [0.004, 0.145, 0.093], [0.145, 0.062, -0.046], [0.020, -0.200, -0.040], [0.025, 0.019, 0.003], [-0.007, -0.121, -0.067], [-0.014, 0.026, -0.102], [-0.022, -0.070, 0.134], [0.157, -0.012, 0.021], [0.121, 0.027, 0.040], [0.125, -0.161, -0.007], [-0.705, 4.436, 0.592], [4.028, -8.504, -1.702], [-0.232, 0.869, -0.021], [0.094, 0.121, -0.395], [0.009, 0.180, -0.074], [-0.196, 1.413, 0.762], [-0.147, -0.495, 0.176], [-0.017, -0.170, -0.133], [-3.127, 1.756, 0.327], [0.588, 0.352, 0.380], [-0.041, -0.348, 0.194], [-0.029, -0.075, -0.032], [-0.010, -0.047, 0.173], [-0.005, 0.013, -0.082], [0.000, 0.000, 0.057], [-0.123, -0.049, -0.028], [0.004, -0.125, -0.131], [0.070, 0.072, -0.122], [-0.044, 0.159, 0.113], [0.044, 0.018, -0.014], [-0.034, 0.080, 0.110], [0.102, 0.009, 0.034], [-0.151, -0.016, 0.010], [-0.015, 0.114, -0.111], [-0.016, 0.056, -0.120], [-0.070, 0.190, 0.011]],
  "gap_ev": 7.04,
  "mol_weight_g_mol": 936.697,
  "lumo_energy_ev": -1.8
}